This record from the OMol25 dataset describes one molecule with the formula C6H13NS. The level of theory is the ωB97M-V functional and the def2-TZVPD basis.

```
! wB97M-V def2-TZVPD RIJCOSX def2/J DEFGRID3
* xyz 0 1
C -1.1651 -0.0652 1.7562
C -0.2304 0.2093 0.5713
C -0.7540 1.1818 -0.4804
S -0.6977 2.9063 0.0447
C 0.0678 0.8445 -1.7435
C 0.7891 -0.4236 -1.3401
N 0.0437 -0.9714 -0.2233
C 0.7688 -1.9864 0.5032
H -2.0622 -0.5361 1.3896
H -1.4207 0.8701 2.2417
H -0.7324 -0.7036 2.5427
H 0.7307 0.6272 0.9781
H -1.8024 0.9569 -0.6291
H 0.6224 2.9756 0.1880
H -0.5125 0.7019 -2.6862
H 0.8311 1.6114 -1.9687
H 1.8494 -0.2377 -1.0642
H 0.8356 -1.1895 -2.1373
H 0.9637 -2.8099 -0.1550
H 1.7158 -1.6037 0.8663
H 0.1593 -2.3579 1.3459
*
```

Calculated values
HOMO-LUMO gap = 0.36234 Ha
Largest force on an atom = 1.89 eV/Å
HOMO level = -8.9 eV
Energy above the lowest of the compared OMol25 structures with the same formula, charge and spin = 0.235 eV
SMILES = C[C@@H]1[C@@H](S)CCN1C

Charges per atom according to natural (NBO) partitioning, unit e: -0.622, -0.053, -0.335, -0.018, -0.423, -0.223, -0.431, -0.410, 0.211, 0.226, 0.213, 0.153, 0.231, 0.109, 0.223, 0.216, 0.159, 0.201, 0.203, 0.165, 0.205


This record from the OMol25 dataset describes C6H13NS as an isolated structure. The level of theory is the ωB97M-V functional and the def2-TZVPD basis.

```
! wB97M-V def2-TZVPD RIJCOSX def2/J DEFGRID3
* xyz 0 1
C -0.1092 1.4137 0.1910
C 0.2881 0.1783 0.1046
C 2.0816 -1.0746 1.3264
C 2.6821 0.3836 -0.7294
C -3.5974 0.0036 -0.8769
C 1.6165 -0.5386 -0.0948
N -2.9131 -0.1397 0.3476
S -1.6908 -1.2189 0.4113
H -1.1573 1.6317 0.3617
H 0.5920 2.1776 0.0443
H 1.1858 -0.9240 1.9731
H 2.9194 -0.4788 1.6504
H 2.3812 -2.0977 1.2500
H 3.0240 1.0507 -0.0650
H 2.1609 0.8516 -1.5258
H 3.4738 -0.2091 -1.1621
H -2.7739 0.1253 -1.5343
H -4.2097 -0.9185 -1.0050
H -4.1209 1.0319 -1.0158
H 1.5741 -1.4707 -0.7740
H -3.4072 0.2226 1.1227
*
```

Calculated values
HOMO-LUMO gap = 0.31705 Ha
Largest force on an atom = 4.06 eV/Å
HOMO level = -8.0 eV
Energy above the lowest of the compared OMol25 structures with the same formula, charge and spin = 3.724 eV

Charges per atom according to natural (NBO) partitioning, unit e: -0.540, 0.109, -0.599, -0.591, -0.428, -0.311, -0.797, 0.256, 0.226, 0.209, 0.227, 0.202, 0.210, 0.197, 0.209, 0.213, 0.212, 0.192, 0.197, 0.223, 0.384


This record from the OMol25 dataset describes C6H13NiO4 as an isolated structure. The level of theory is the ωB97M-V functional and the def2-TZVPD basis.

```
! wB97M-V def2-TZVPD RIJCOSX def2/J DEFGRID3
* xyz 0 4
C -1.6316 0.8263 1.2759
O -1.2723 -0.2519 2.0876
H -1.8636 0.4784 0.2479
H -2.4660 1.3895 1.7323
H -0.7751 1.4972 1.0603
O 0.4419 0.7340 -2.4285
C -0.6383 0.2733 -2.7757
C -1.1540 -0.9928 -2.1604
O -0.2849 -1.4999 -1.2180
C -0.1815 -1.3110 1.1606
C 1.1119 -0.5817 1.4367
O 1.4046 0.2327 0.3050
C 2.1311 1.4244 0.5557
Ni 1.5094 -0.7815 -1.4414
H -1.3113 0.8550 -3.4327
H -1.3991 -1.6788 -2.9988
H -2.1436 -0.7402 -1.7202
H -0.1619 -2.1915 1.8224
H -1.0641 -1.6656 0.6152
H 1.9452 -1.2573 1.6833
H 0.9641 0.0723 2.3133
H 2.1579 1.9502 -0.4050
H 1.5769 2.0404 1.2793
H 3.1044 1.1783 1.0052
*
```

Calculated values
HOMO-LUMO gap (spin up / spin down) = 0.23275 / 0.33366 Ha
Largest force on an atom = 7.16 eV/Å
HOMO level (spin up / spin down) = -5.8 / -8.9 eV
Energy above the lowest of the compared OMol25 structures with the same formula, charge and spin = 2.364 eV

Charges per atom according to natural (NBO) partitioning, unit e: -0.245, -0.625, 0.145, 0.189, 0.136, -0.635, 0.446, -0.177, -0.969, -0.109, -0.113, -0.633, -0.253, 0.794, 0.139, 0.189, 0.187, 0.194, 0.313, 0.200, 0.237, 0.216, 0.185, 0.187


This record from the OMol25 dataset describes an isolated ion of composition C6H13O and charge -2. The level of theory is the ωB97M-V functional and the def2-TZVPD basis.

```
! wB97M-V def2-TZVPD RIJCOSX def2/J DEFGRID3
* xyz -2 2
C 1.7661 1.2426 -1.7513
O 1.4438 0.6472 -2.8841
C 1.0516 0.7090 -0.4676
C -0.4951 0.7344 -0.5719
C -1.2552 0.3206 0.6570
C -0.6670 -0.7529 1.6172
C -0.6793 -2.1259 0.8962
H 1.5858 2.3787 -1.7087
H 2.8503 1.3335 -1.3635
H 1.3669 1.2602 0.4252
H 1.2964 -0.3519 -0.4822
H -0.7648 1.7329 -0.9601
H -0.6726 0.0841 -1.4416
H -1.4424 1.2069 1.2927
H -2.2557 -0.0344 0.3565
H -1.3305 -0.7397 2.4813
H 0.3630 -0.4560 1.7907
H -0.1997 -2.9122 1.4874
H -1.7571 -2.2541 0.7035
H -0.2046 -2.0230 -0.0770
*
```

Calculated values
HOMO-LUMO gap (spin up / spin down) = 0.10493 / 0.25293 Ha
Largest force on an atom = 2.12 eV/Å
HOMO level (spin up / spin down) = 4.1 / 0.1 eV
Energy above the lowest of the compared OMol25 structures with the same formula, charge and spin = 0.000 eV

Charges per atom according to natural (NBO) partitioning, unit e: 0.028, -0.942, -0.438, -0.426, -0.464, -0.733, -0.972, 0.018, 0.028, 0.156, 0.176, 0.177, 0.206, 0.166, 0.177, 0.151, 0.179, 0.161, 0.171, 0.182


This record from the OMol25 dataset describes a 2-piece molecular cluster, C6H13O2 overall. The level of theory is the ωB97M-V functional and the def2-TZVPD basis.

```
! wB97M-V def2-TZVPD RIJCOSX def2/J DEFGRID3
* xyz 0 2
C -0.5881 0.4779 -2.4850
O 0.2178 0.1958 -3.4696
C 0.2155 0.3295 -0.9669
C -0.4998 0.9381 0.3898
C 0.3083 0.4748 1.5371
C 1.5569 0.8656 1.8845
C -0.3171 -0.6525 2.4544
H -1.4286 -0.0881 -2.4765
H -0.9963 1.5903 -2.6201
H 1.0173 0.9260 -0.8648
H 0.5915 -0.6794 -0.5600
H -1.4772 0.6985 0.4653
H -0.4633 2.0722 0.1576
H 2.1847 0.2876 2.6990
H 1.8610 1.7242 1.2019
H -0.8010 -0.3796 3.3951
H 0.4620 -1.1595 3.1539
H -1.0106 -1.2875 2.0511
H -1.0168 -1.9173 -2.0334
H 0.4257 -1.9420 -2.1887
O -0.2418 -2.4745 -1.7246
*
```

Calculated values
HOMO-LUMO gap (spin up / spin down) = 0.37488 / 0.26869 Ha
Largest force on an atom = 4.89 eV/Å
HOMO level (spin up / spin down) = -9.4 / -9.4 eV
Energy above the lowest of the compared OMol25 structures with the same formula, charge and spin = 4.031 eV

Charges per atom according to natural (NBO) partitioning, unit e: -0.088, -0.311, -0.378, -0.427, 0.004, -0.420, -0.665, 0.131, 0.196, 0.194, 0.248, 0.207, 0.210, 0.232, 0.202, 0.229, 0.219, 0.214, 0.457, 0.467, -0.920


This record from the OMol25 dataset describes a 2-piece molecular cluster, C6H13O2 overall. The level of theory is the ωB97M-V functional and the def2-TZVPD basis.

```
! wB97M-V def2-TZVPD RIJCOSX def2/J DEFGRID3
* xyz 0 4
O 1.6633 1.1565 -2.9834
O 2.7818 1.3357 -3.4845
C -1.7767 -1.2153 0.2726
C -1.0021 0.1166 0.4057
C -1.2094 0.9323 -0.8923
C 0.4195 -0.0666 0.7367
C 1.2973 -0.8104 -0.1736
C 0.9560 0.4456 2.0022
H -1.7071 -1.7971 1.1986
H -2.8349 -1.0164 0.0679
H -1.3781 -1.8263 -0.5463
H -1.4429 0.6864 1.2395
H -0.7073 1.9035 -0.8161
H -0.8010 0.4046 -1.7619
H -2.2786 1.1036 -1.0639
H 2.3044 -0.8912 0.2638
H 0.9478 -1.8426 -0.3476
H 1.4336 -0.3617 -1.1703
H 2.0206 0.1906 2.0817
H 0.8680 1.5403 2.0927
H 0.4460 0.0119 2.8786
*
```

Calculated values
HOMO-LUMO gap (spin up / spin down) = 0.28721 / 0.37913 Ha
Largest force on an atom = 3.12 eV/Å
HOMO level (spin up / spin down) = -6.8 / -11.2 eV
Energy above the lowest of the compared OMol25 structures with the same formula, charge and spin = 0.000 eV

Charges per atom according to natural (NBO) partitioning, unit e: -0.002, 0.005, -0.599, -0.278, -0.597, 0.110, -0.678, -0.660, 0.207, 0.207, 0.201, 0.198, 0.208, 0.201, 0.206, 0.212, 0.211, 0.215, 0.210, 0.212, 0.211


This record from the OMol25 dataset describes C6H13O3Rh as an isolated structure. The level of theory is the ωB97M-V functional and the def2-TZVPD basis.

```
! wB97M-V def2-TZVPD RIJCOSX def2/J DEFGRID3
* xyz 1 6
C 1.0888 -0.8727 -2.3052
O 0.1116 0.1491 -2.2476
C -1.2195 -0.2899 -2.0612
C -1.5057 -0.6857 -0.6290
O -0.8106 0.1938 0.2330
C -1.1119 0.1749 1.6174
C 0.1084 0.4694 2.4648
O 1.3492 0.1433 1.9138
C 2.0959 1.2444 1.3036
Rh 0.8588 1.2830 -0.4487
H 0.8483 -1.5888 -3.1056
H 2.0516 -0.3791 -2.4785
H -1.4134 -1.1429 -2.7325
H -1.8516 0.5783 -2.3104
H -1.1439 -1.7049 -0.4296
H -2.5861 -0.6396 -0.4232
H -1.4935 -0.8239 1.8797
H -1.9112 0.9060 1.8121
H 0.0193 -0.1301 3.3832
H 0.0631 1.5393 2.7404
H 2.1606 2.1004 2.0009
H 3.1184 0.8542 1.1531
H 1.1731 -1.3786 -1.3305
*
```

Calculated values
HOMO-LUMO gap (spin up / spin down) = 0.22881 / 0.30293 Ha
Largest force on an atom = 4.79 eV/Å
HOMO level (spin up / spin down) = -8.8 / -14.9 eV
Energy above the lowest of the compared OMol25 structures with the same formula, charge and spin = 0.000 eV

Charges per atom according to natural (NBO) partitioning, unit e: -0.299, -0.535, -0.107, -0.099, -0.604, -0.091, -0.121, -0.402, -0.379, 0.845, 0.221, 0.223, 0.221, 0.230, 0.196, 0.223, 0.206, 0.222, 0.236, 0.200, 0.226, 0.218, 0.169


This record from the OMol25 dataset describes C6H13O4Tl as an isolated structure. The level of theory is the ωB97M-V functional and the def2-TZVPD basis.

```
! wB97M-V def2-TZVPD RIJCOSX def2/J DEFGRID3
* xyz 0 1
O 0.4823 -0.9295 -1.4236
C 0.2185 0.2208 -0.7792
O 1.2421 0.8197 -0.4995
O -1.0205 0.6346 -1.0394
C -2.0408 0.5357 -0.0357
C 1.8570 -1.2987 -1.6243
H 2.0587 -1.5176 -2.6808
H 2.6264 -0.5501 -1.3758
C 2.1185 -2.5008 -0.7530
H 2.1104 -2.1780 0.2969
H 1.3168 -3.2360 -0.9047
H 3.0970 -2.9290 -1.0068
C -3.3782 0.6620 -0.7258
H -1.9329 1.3698 0.6708
H -2.0114 -0.4170 0.5101
H -3.5684 1.7206 -0.9480
H -4.1647 0.2656 -0.0702
H -3.3475 0.1016 -1.6698
Tl 1.4668 2.8489 0.0027
O 0.5214 1.9528 1.6365
C 0.5822 1.2744 2.8326
H -0.4162 1.2171 3.3217
H 0.9066 0.2206 2.6794
H 1.2760 1.7124 3.5859
*
```

Calculated values
HOMO-LUMO gap = 0.31170 Ha
Largest force on an atom = 4.39 eV/Å
HOMO level = -8.0 eV
Energy above the lowest of the compared OMol25 structures with the same formula, charge and spin = 1.512 eV

Charges per atom according to Mulliken partitioning, unit e: -0.343, 0.773, -0.494, -0.246, 0.011, -0.141, 0.354, 0.215, -1.090, 0.263, 0.273, 0.375, -1.220, 0.197, 0.334, 0.304, 0.360, 0.320, 0.359, -0.585, -0.667, 0.232, 0.180, 0.235


This record from the OMol25 dataset describes one molecule with the formula C6H13O6PS. The level of theory is the ωB97M-V functional and the def2-TZVPD basis.

```
! wB97M-V def2-TZVPD RIJCOSX def2/J DEFGRID3
* xyz 0 1
C 2.0941 2.5156 -0.2010
C 1.8275 1.0266 -0.2601
C 0.3655 0.6775 0.0229
C -0.0576 -0.6953 -0.5169
C -1.5505 -0.7983 -0.8774
P -2.7697 -0.6242 0.4442
O -2.8068 -1.7656 1.3600
O -4.1502 -0.3554 -0.3124
O -2.5198 0.7974 1.1494
C 0.3442 -1.8673 0.4009
O 1.3864 -1.5467 1.3363
S 2.8580 -1.1716 0.7693
O 2.9107 -1.6581 -0.5995
O 2.7058 0.4341 0.7264
H 1.8227 2.9148 0.7778
H 1.5083 3.0222 -0.9685
H 3.1516 2.7123 -0.3722
H 2.1193 0.6407 -1.2412
H -0.2611 1.4523 -0.4264
H 0.2200 0.7434 1.1042
H 0.4798 -0.8276 -1.4604
H -1.7527 -1.8077 -1.2541
H -1.7853 -0.1147 -1.6969
H -4.1997 0.5092 -0.7417
H -2.1089 0.6875 2.0178
H 0.6563 -2.7170 -0.2078
H -0.4881 -2.1838 1.0276
*
```

Calculated values
HOMO-LUMO gap = 0.38931 Ha
Largest force on an atom = 0.24 eV/Å
HOMO level = -10.3 eV
Energy above the lowest of the compared OMol25 structures with the same formula, charge and spin = 0.000 eV

Charges per atom according to natural (NBO) partitioning, unit e: -0.614, 0.086, -0.434, -0.247, -0.818, 2.357, -1.087, -0.982, -1.006, -0.098, -0.722, 1.784, -0.963, -0.725, 0.214, 0.213, 0.226, 0.195, 0.221, 0.218, 0.222, 0.258, 0.239, 0.507, 0.519, 0.205, 0.231


This record from the OMol25 dataset describes a 2-piece molecular cluster, C6H14 overall. The level of theory is the ωB97M-V functional and the def2-TZVPD basis.

```
! wB97M-V def2-TZVPD RIJCOSX def2/J DEFGRID3
* xyz 0 1
C 1.5398 0.9747 0.8961
C 0.2647 0.6040 0.9955
C -0.6894 1.3280 1.9149
C -0.3592 -0.5205 0.1935
C 0.3653 -0.9699 -1.0755
C -0.3026 -2.1909 -1.7068
H 1.9278 1.8045 1.4839
H 2.2407 0.4864 0.2244
H -0.2881 2.2955 2.2319
H -1.6499 1.5074 1.4142
H -0.9035 0.7411 2.8168
H -0.4898 -1.3875 0.8590
H -1.3798 -0.2135 -0.0828
H 1.4112 -1.2111 -0.8514
H 0.3771 -0.1394 -1.7935
H -0.3069 -3.0364 -1.0079
H 0.2209 -2.5104 -2.6147
H -1.3440 -1.9793 -1.9789
H -0.6336 2.2761 -1.1420
H -0.0007 2.1413 -0.7766
*
```

Calculated values
HOMO-LUMO gap = 0.38611 Ha
Largest force on an atom = 0.20 eV/Å
HOMO level = -9.3 eV
Energy above the lowest of the compared OMol25 structures with the same formula, charge and spin = 1.660 eV
SMILES = C=C(C)CCC.[H][H]

Charges per atom according to natural (NBO) partitioning, unit e: -0.436, 0.055, -0.648, -0.444, -0.394, -0.601, 0.197, 0.198, 0.217, 0.212, 0.220, 0.215, 0.205, 0.197, 0.204, 0.201, 0.211, 0.201, -0.022, 0.013


- Which value of largest force on an atom does entry 7 give?
  4.79 eV/Å


What did the eighth record say?
This record from the OMol25 dataset describes C6H13O4Tl as an isolated structure. The level of theory is the ωB97M-V functional and the def2-TZVPD basis.

```
! wB97M-V def2-TZVPD RIJCOSX def2/J DEFGRID3
* xyz 0 1
O 0.4823 -0.9295 -1.4236
C 0.2185 0.2208 -0.7792
O 1.2421 0.8197 -0.4995
O -1.0205 0.6346 -1.0394
C -2.0408 0.5357 -0.0357
C 1.8570 -1.2987 -1.6243
H 2.0587 -1.5176 -2.6808
H 2.6264 -0.5501 -1.3758
C 2.1185 -2.5008 -0.7530
H 2.1104 -2.1780 0.2969
H 1.3168 -3.2360 -0.9047
H 3.0970 -2.9290 -1.0068
C -3.3782 0.6620 -0.7258
H -1.9329 1.3698 0.6708
H -2.0114 -0.4170 0.5101
H -3.5684 1.7206 -0.9480
H -4.1647 0.2656 -0.0702
H -3.3475 0.1016 -1.6698
Tl 1.4668 2.8489 0.0027
O 0.5214 1.9528 1.6365
C 0.5822 1.2744 2.8326
H -0.4162 1.2171 3.3217
H 0.9066 0.2206 2.6794
H 1.2760 1.7124 3.5859
*
```

Calculated values
HOMO-LUMO gap = 0.31170 Ha
Largest force on an atom = 4.39 eV/Å
HOMO level = -8.0 eV
Energy above the lowest of the compared OMol25 structures with the same formula, charge and spin = 1.512 eV

Charges per atom according to Mulliken partitioning, unit e: -0.343, 0.773, -0.494, -0.246, 0.011, -0.141, 0.354, 0.215, -1.090, 0.263, 0.273, 0.375, -1.220, 0.197, 0.334, 0.304, 0.360, 0.320, 0.359, -0.585, -0.667, 0.232, 0.180, 0.235


- Which of these has the highest largest force on an atom?
  C6H13NiO4


- Which value of largest force on an atom does entry 10 give?
  0.20 eV/Å